The following is a DFT calculation (ωB97M-V/def2-TZVPD) of a cluster of 5 separate species, C45H95N5O5 in total.

Results
F_max, eV/A: 5.6
Lowest unoccupied orbital energy, eV: 0.385
Energy relative to the best compared isomer or geometry (same formula, charge and spin), kJ/mol: 657.4
Total energy, Eh: -2421.09573

Structure (ORCA input):
```
! wB97M-V def2-TZVPD RIJCOSX def2/J DEFGRID3
* xyz 0 1
C -8.746 -3.526 6.616
C -7.342 -4.020 7.070
C -6.655 -4.834 5.887
C -6.358 -3.938 4.652
C -5.391 -2.776 5.064
C -6.124 -1.952 6.194
N -6.508 -2.863 7.368
O -7.089 -2.038 8.339
C -4.957 -0.927 6.731
C -7.207 -1.004 5.612
C -7.537 -5.019 8.207
H -9.410 -4.373 6.443
H -8.616 -3.298 5.558
H -9.246 -2.636 6.998
H -5.674 -4.995 6.334
H -7.092 -5.829 5.813
H -7.282 -3.562 4.213
H -5.809 -4.461 3.869
H -5.369 -2.187 4.147
H -4.422 -3.210 5.311
H -4.363 -0.468 5.941
H -5.096 -0.202 7.533
H -4.157 -1.586 7.069
H -7.357 -1.026 4.532
H -8.229 -1.122 5.972
H -7.010 0.066 5.682
H -7.761 -6.040 7.899
H -8.427 -4.680 8.737
H -6.659 -5.096 8.848
H -6.449 -2.136 9.048
C -0.954 -7.703 2.358
C -0.522 -7.730 0.807
C -1.444 -6.626 0.167
C -0.927 -5.831 -1.048
C 0.237 -6.530 -1.724
C 1.327 -6.876 -0.703
N 0.773 -7.142 0.616
O 1.614 -7.738 1.403
C 2.241 -7.994 -1.382
C 2.155 -5.644 -0.593
C -0.686 -9.118 0.320
H -0.493 -6.954 3.002
H -0.460 -8.553 2.828
H -2.036 -7.739 2.482
H -2.253 -7.295 -0.126
H -1.898 -6.018 0.949
H -0.755 -4.766 -0.892
H -1.617 -5.807 -1.892
H 0.699 -5.750 -2.329
H 0.011 -7.368 -2.383
H 3.278 -7.895 -1.061
H 1.922 -8.959 -0.987
H 2.158 -8.017 -2.468
H 2.932 -5.579 0.169
H 2.643 -5.443 -1.546
H 1.423 -4.879 -0.332
H 0.050 -9.744 0.826
H -0.431 -9.252 -0.731
H -1.669 -9.513 0.575
H 1.973 -6.984 1.877
C 5.232 9.499 5.073
C 4.854 8.186 4.333
C 3.872 8.612 3.274
C 3.525 7.586 2.182
C 4.834 7.306 1.495
C 5.919 6.727 2.405
N 5.985 7.563 3.649
O 6.877 7.072 4.653
C 5.422 5.271 2.666
C 7.201 6.745 1.558
C 4.209 7.168 5.326
H 4.306 9.975 5.395
H 5.760 10.127 4.356
H 5.942 9.144 5.820
H 2.997 9.060 3.743
H 4.198 9.348 2.539
H 2.714 7.897 1.524
H 3.005 6.823 2.761
H 5.150 8.115 0.837
H 4.682 6.566 0.709
H 5.757 4.557 1.913
H 5.963 5.084 3.593
H 4.395 5.074 2.973
H 7.715 7.694 1.715
H 7.965 5.995 1.758
H 6.940 6.736 0.500
H 3.543 7.727 5.983
H 4.861 6.602 5.992
H 3.730 6.434 4.678
H 7.686 7.545 4.446
C -3.130 2.070 1.072
C -1.919 1.316 0.428
C -2.482 0.597 -0.882
C -2.429 1.342 -2.178
C -0.980 1.878 -2.377
C -0.569 2.877 -1.269
N -0.815 2.253 0.026
O -0.498 3.236 1.095
C 0.946 3.082 -1.472
C -1.344 4.190 -1.492
C -1.309 0.284 1.390
H -2.821 2.486 2.031
H -4.126 1.729 1.357
H -3.341 2.814 0.304
H -1.851 -0.279 -1.030
H -3.531 0.302 -0.869
H -3.071 2.217 -2.078
H -2.683 0.732 -3.045
H -1.074 2.443 -3.305
H -0.252 1.085 -2.547
H 1.093 3.662 -2.383
H 1.457 3.657 -0.699
H 1.607 2.216 -1.469
H -1.102 4.731 -2.407
H -2.428 4.097 -1.563
H -1.303 4.827 -0.608
H -1.906 -0.625 1.462
H -0.970 0.703 2.338
H -0.427 -0.105 0.881
H 0.337 2.966 1.485
C 1.406 1.598 -10.770
C 1.516 0.401 -9.750
C 2.437 -0.703 -10.153
C 3.987 -0.420 -10.070
C 4.325 -0.148 -8.651
C 3.426 0.950 -7.980
N 2.009 0.842 -8.352
O 1.084 1.688 -7.778
C 3.534 0.779 -6.414
C 4.005 2.330 -8.320
C 0.136 -0.277 -9.521
H 1.265 1.332 -11.818
H 2.258 2.273 -10.691
H 0.565 2.225 -10.475
H 2.242 -1.658 -9.664
H 2.325 -0.736 -11.237
H 4.310 0.467 -10.615
H 4.641 -1.178 -10.503
H 5.381 0.123 -8.633
H 4.228 -1.118 -8.165
H 3.554 1.763 -5.946
H 2.608 0.360 -6.019
H 4.412 0.182 -6.170
H 5.057 2.378 -8.040
H 3.983 2.585 -9.380
H 3.399 3.094 -7.834
H 0.271 -0.967 -8.688
H 0.027 -0.850 -10.442
H -0.704 0.413 -9.456
H 1.043 2.436 -8.378
*
```

=====

The following is a DFT calculation (ωB97M-V/def2-TZVPD) of a structure of composition C57H66BGe2N6O2RuS2.

Results
F_max, eV/A: 3.1
Expectation value of S²: 8.789
Lowest unoccupied orbital energy (alpha / beta), eV: 3.352 / 3.349
Total energy, Eh: -7760.60684

Structure (ORCA input):
```
! wB97M-V def2-TZVPD RIJCOSX def2/J DEFGRID3
* xyz -2 6
Ru -0.085 0.565 -0.521
S -0.783 3.724 2.430
C -1.306 4.689 1.117
C -1.566 6.016 1.434
N -1.740 7.114 1.760
C -1.489 4.271 -0.219
S -0.999 2.794 -0.979
C -2.105 5.155 -1.097
N -2.651 5.869 -1.828
C 2.480 -4.712 2.248
N 2.469 -3.613 1.321
C 3.652 -3.065 0.835
C 3.604 -1.914 0.079
C 2.377 -1.339 -0.262
O 2.220 -0.225 -0.824
N 1.217 -2.098 0.067
C 1.246 -3.147 0.922
O 0.220 -3.693 1.334
H 3.454 -4.767 2.731
H 2.269 -5.660 1.743
H 1.702 -4.554 2.995
H 4.567 -3.557 1.113
H 4.509 -1.419 -0.222
C 2.218 -1.464 3.800
C 3.585 -0.873 3.495
C 4.179 -0.293 4.789
C 3.689 0.183 2.402
C 5.001 0.331 1.950
C 5.373 1.319 1.069
C 4.412 2.206 0.638
C 3.083 2.063 1.007
C 2.125 3.099 0.481
C 2.181 3.177 -1.043
C 2.432 4.475 1.082
C 2.691 1.025 1.873
N 1.324 0.897 2.251
B 0.111 0.407 1.601
N -0.866 0.366 2.678
C -0.303 0.981 3.783
C 0.980 1.299 3.527
C -2.146 -0.216 2.855
C -2.313 -1.236 3.812
C -3.580 -1.748 4.052
C -4.685 -1.292 3.360
C -4.518 -0.307 2.410
C -3.269 0.245 2.152
C -3.162 1.295 1.080
C -3.370 0.628 -0.280
C -4.140 2.456 1.265
C -1.141 -1.836 4.555
C -1.035 -3.341 4.304
C -1.192 -1.531 6.056
H 2.329 -2.396 4.358
H 1.669 -1.674 2.887
H 1.648 -0.771 4.411
H 4.233 -1.699 3.174
H 3.614 0.581 5.107
H 5.215 0.006 4.647
H 4.139 -1.031 5.589
H 5.751 -0.366 2.303
H 6.399 1.404 0.735
H 4.691 3.024 -0.006
H 1.104 2.821 0.776
H 3.176 3.429 -1.406
H 1.501 3.950 -1.390
H 1.893 2.216 -1.478
H 3.374 4.871 0.698
H 2.495 4.421 2.168
H 1.633 5.169 0.823
H -0.884 1.203 4.660
H 1.672 1.836 4.150
H -3.711 -2.529 4.787
H -5.665 -1.711 3.553
H -5.374 0.041 1.850
H -2.145 1.706 1.112
H -4.317 0.092 -0.312
H -2.549 -0.085 -0.466
H -3.374 1.382 -1.066
H -5.181 2.141 1.192
H -3.958 3.199 0.490
H -3.983 2.934 2.230
H -0.236 -1.386 4.158
H -1.933 -3.869 4.618
H -0.188 -3.746 4.858
H -0.876 -3.520 3.244
H -2.067 -1.979 6.525
H -1.226 -0.457 6.227
H -0.300 -1.926 6.541
C -4.442 2.349 -4.997
C -4.420 1.223 -4.191
C -3.221 0.760 -3.686
C -2.016 1.390 -3.971
C -2.058 2.508 -4.791
C -3.252 2.987 -5.297
Ge -0.328 0.677 -3.116
C -0.119 -1.008 -4.210
C -1.017 -1.441 -5.174
C -0.806 -2.608 -5.888
C 0.317 -3.380 -5.642
C 1.234 -2.960 -4.693
C 1.008 -1.793 -3.986
C 0.985 1.772 -4.203
C 1.840 1.203 -5.139
C 2.742 1.964 -5.861
C 2.813 3.332 -5.666
C 1.956 3.925 -4.753
C 1.061 3.152 -4.036
H -5.379 2.731 -5.381
H -5.345 0.715 -3.950
H -3.215 -0.115 -3.053
H -1.136 3.013 -5.041
H -3.257 3.868 -5.925
H -1.897 -0.843 -5.374
H -1.520 -2.921 -6.643
H 0.486 -4.300 -6.188
H 2.128 -3.544 -4.510
H 1.743 -1.461 -3.260
H 1.799 0.137 -5.313
H 3.400 1.485 -6.579
H 3.520 3.932 -6.231
H 1.993 4.997 -4.596
H 0.401 3.634 -3.326
C -0.516 -4.734 -1.429
Ge -1.394 -3.116 -0.607
C -2.691 -3.624 0.836
C -2.625 -2.654 -2.124
C -0.012 -1.657 -0.532
H -1.214 -5.567 -1.455
H 0.372 -5.050 -0.893
H -0.232 -4.502 -2.453
H -3.589 -4.021 0.373
H -2.959 -2.760 1.429
H -2.268 -4.371 1.492
H -3.040 -3.571 -2.539
H -2.088 -2.156 -2.924
H -3.457 -2.028 -1.823
H 0.219 -1.596 -1.611
*
```

=====

The following is a DFT calculation (ωB97M-V/def2-TZVPD) of the ion C5H10N2O with charge +2.

Results
F_max, eV/A: 5.2
Lowest unoccupied orbital energy, eV: -8.726
Energy relative to the best compared isomer or geometry (same formula, charge and spin), kJ/mol: 150.8
Total energy, Eh: -380.54062

Structure (ORCA input):
```
! wB97M-V def2-TZVPD RIJCOSX def2/J DEFGRID3
* xyz 2 1
C 0.506 -1.257 -0.500
C -0.844 -1.263 -0.611
C 0.421 1.153 0.014
C 1.161 0.018 0.052
C -1.737 -0.156 -0.108
N -0.932 1.140 -0.618
N 2.421 -0.114 0.684
O -1.770 -0.094 1.193
H 1.073 -2.070 -1.078
H -1.442 -2.122 -1.011
H 0.675 2.137 0.418
H -2.655 -0.048 -0.625
H -1.458 1.966 -0.477
H -0.926 0.931 -1.616
H 3.014 0.759 0.549
H 2.803 -0.980 0.464
H 2.408 -0.123 1.651
H -2.718 0.126 1.618
*
```

=====

The following is a DFT calculation (ωB97M-V/def2-TZVPD) of the molecule C3H4FNS.

Results
F_max, eV/A: 2.4
Lowest unoccupied orbital energy, eV: 0.341
Energy relative to the best compared isomer or geometry (same formula, charge and spin), kJ/mol: 208.2
Total energy, Eh: -669.41980

Structure (ORCA input):
```
! wB97M-V def2-TZVPD RIJCOSX def2/J DEFGRID3
* xyz 0 1
C 0.981 0.285 0.035
C -1.391 -0.387 -0.110
C 2.252 -0.134 0.236
N -0.156 -0.465 0.012
F 3.286 0.726 0.011
S -2.745 0.861 0.247
H 0.895 1.344 -0.313
H -2.149 -1.219 -0.223
H -3.748 0.077 -0.449
H 2.776 -1.089 0.555
*
```

=====

The following is a DFT calculation (ωB97M-V/def2-TZVPD) of a cluster of 2 separate species, C4H13N3O in total.

Results
F_max, eV/A: 4.7
Lowest unoccupied orbital energy, eV: 0.634
Energy relative to the best compared isomer or geometry (same formula, charge and spin), kJ/mol: 446.3
Total energy, Eh: -399.57731

Structure (ORCA input):
```
! wB97M-V def2-TZVPD RIJCOSX def2/J DEFGRID3
* xyz 0 1
C -1.275 0.028 -0.146
C -1.725 1.277 0.610
C -1.517 0.115 -1.644
H -1.846 -0.820 0.243
H 0.005 0.175 -0.014
H -1.175 2.165 0.280
H -1.019 0.988 -2.080
H -1.557 1.158 1.685
H -2.793 1.473 0.461
H -1.152 -0.792 -2.135
H -2.583 0.220 -1.876
N 1.460 -0.284 0.414
N 1.884 0.455 1.519
N 2.416 -0.437 -0.603
C 0.574 -1.494 0.681
O 0.635 -2.482 -0.026
H 2.612 -1.440 -0.678
H 1.944 -0.211 -1.478
H 2.690 -0.005 1.940
H 2.247 1.331 1.148
H 0.174 -1.421 1.701
*
```

=====

The following is a DFT calculation (ωB97M-V/def2-TZVPD) of a cluster of 4 separate species, C4H14O4 in total.

Results
F_max, eV/A: 3.5
Lowest unoccupied orbital energy, eV: 0.184
Energy relative to the best compared isomer or geometry (same formula, charge and spin), kJ/mol: 110.1
Total energy, Eh: -461.71432

Structure (ORCA input):
```
! wB97M-V def2-TZVPD RIJCOSX def2/J DEFGRID3
* xyz 0 1
C 0.369 2.289 1.501
C 0.213 1.245 0.483
C -0.706 1.706 -0.799
C -0.335 -0.013 1.164
O 1.232 3.123 1.567
H -0.344 2.198 2.331
H 1.208 1.007 0.128
H -0.849 0.821 -1.416
H -0.309 2.604 -1.235
H -1.676 2.048 -0.425
H -0.309 -0.938 0.452
H -1.312 0.159 1.670
H 0.212 -0.374 1.986
H -1.905 -2.160 -2.253
H -1.840 -1.391 -0.760
O -1.450 -1.539 -1.608
H 0.287 -1.787 -1.417
H 1.146 -0.832 -2.013
O 1.199 -1.603 -1.535
H 1.356 -1.712 0.288
H 2.161 -2.780 0.791
O 1.652 -2.070 1.099
*
```

=====

The following is a DFT calculation (ωB97M-V/def2-TZVPD) of a structure of composition C5H10CuOP.

Results
F_max, eV/A: 3.1
Expectation value of S²: 0.752
Lowest unoccupied orbital energy (alpha / beta), eV: 3.498 / 3.339
Energy relative to the best compared isomer or geometry (same formula, charge and spin), kJ/mol: 0.0
Total energy, Eh: -2253.47007

Structure (ORCA input):
```
! wB97M-V def2-TZVPD RIJCOSX def2/J DEFGRID3
* xyz -1 2
C -0.014 -0.327 -1.413
C -0.874 -1.231 -2.062
C -0.481 -2.570 -1.738
C 0.655 -2.517 -0.873
C 0.981 -1.170 -0.617
Cu 0.111 1.596 1.947
P -0.480 3.488 1.288
H -0.013 0.756 -1.446
H -1.703 -0.952 -2.708
H -0.968 -3.476 -2.097
H 1.810 -0.767 -0.049
H 1.197 -3.374 -0.477
H -1.796 3.830 1.725
H -0.564 3.730 -0.118
H 0.292 4.601 1.737
O 0.414 -0.219 2.374
H 1.244 -0.488 2.808
H 0.186 -0.909 1.720
*
```

=====

The following is a DFT calculation (ωB97M-V/def2-TZVPD) of a cluster of 2 separate species, CH4ClNO in total.

Results
F_max, eV/A: 5.6
Lowest unoccupied orbital energy, eV: 0.565
Energy relative to the best compared isomer or geometry (same formula, charge and spin), kJ/mol: 68.4
Total energy, Eh: -630.68400

Structure (ORCA input):
```
! wB97M-V def2-TZVPD RIJCOSX def2/J DEFGRID3
* xyz 0 1
C -0.572 -0.224 -0.594
N -1.116 0.270 0.529
O -0.922 -1.180 -1.162
Cl 2.614 -0.432 -0.314
H 0.040 0.606 -1.157
H -1.684 -0.373 1.001
H -0.707 0.956 1.098
H 2.348 0.376 0.598
*
```

=====

The following is a DFT calculation (ωB97M-V/def2-TZVPD) of a cluster of 10 separate species, C45H49BBrN9O3P in total.

Results
F_max, eV/A: 1.2
Lowest unoccupied orbital energy, eV: 1.794
Total energy, Eh: -5403.05550

Structure (ORCA input):
```
! wB97M-V def2-TZVPD RIJCOSX def2/J DEFGRID3
* xyz -1 1
O -3.400 -4.675 5.239
P -2.289 -5.275 4.470
O -1.369 -6.193 5.441
O -2.892 -6.372 3.414
B -1.134 -3.995 3.542
Br -1.490 -2.124 4.323
H -0.605 -6.537 4.945
H -3.642 -6.785 3.863
H -1.336 -3.940 2.349
H 0.023 -4.210 3.777
N 1.206 -1.854 2.118
C 0.585 -0.767 1.671
C 0.812 -0.223 0.414
C 1.745 -0.827 -0.415
C 2.407 -1.956 0.048
C 2.094 -2.430 1.317
H -0.143 -0.335 2.350
H 0.263 0.652 0.088
H 1.942 -0.431 -1.404
H 3.141 -2.468 -0.562
H 2.571 -3.326 1.708
N 1.799 3.218 -0.830
C 1.216 3.710 0.259
C 0.445 4.863 0.263
C 0.266 5.538 -0.935
C 0.858 5.030 -2.082
C 1.613 3.871 -1.972
H 1.369 3.143 1.171
H -0.011 5.212 1.179
H -0.333 6.439 -0.977
H 0.737 5.519 -3.040
H 2.091 3.433 -2.842
N -2.138 1.338 2.629
C -2.127 2.638 2.343
C -2.890 3.215 1.341
C -3.710 2.389 0.586
C -3.732 1.034 0.869
C -2.933 0.553 1.901
H -1.469 3.248 2.956
H -2.844 4.281 1.158
H -4.322 2.799 -0.209
H -4.349 0.352 0.302
H -2.921 -0.502 2.158
N 1.090 -6.732 3.522
C 1.853 -7.800 3.749
C 2.721 -8.343 2.814
C 2.783 -7.757 1.559
C 1.977 -6.662 1.299
C 1.156 -6.181 2.311
H 1.770 -8.236 4.740
H 3.333 -9.199 3.066
H 3.455 -8.141 0.802
H 1.991 -6.173 0.335
H 0.513 -5.322 2.153
N 5.765 -5.679 0.988
C 7.065 -5.444 0.823
C 7.867 -4.847 1.783
C 7.286 -4.470 2.985
C 5.935 -4.707 3.172
C 5.222 -5.313 2.147
H 7.483 -5.751 -0.131
H 8.918 -4.682 1.592
H 7.877 -3.999 3.760
H 5.436 -4.428 4.090
H 4.163 -5.513 2.257
N -2.871 -1.979 -0.637
C -3.754 -1.906 -1.630
C -3.418 -2.051 -2.968
C -2.088 -2.277 -3.292
C -1.159 -2.357 -2.268
C -1.602 -2.209 -0.960
H -4.782 -1.718 -1.336
H -4.180 -1.984 -3.734
H -1.782 -2.388 -4.325
H -0.110 -2.524 -2.471
H -0.910 -2.272 -0.129
N -7.748 3.816 0.336
C -8.223 4.990 0.746
C -8.098 5.460 2.044
C -7.442 4.665 2.972
C -6.943 3.441 2.564
C -7.123 3.065 1.240
H -8.730 5.583 -0.009
H -8.504 6.424 2.318
H -7.322 4.996 3.996
H -6.421 2.787 3.249
H -6.740 2.115 0.886
N 1.289 -0.090 -4.104
C 0.583 0.921 -4.607
C 0.736 1.392 -5.902
C 1.673 0.782 -6.721
C 2.414 -0.272 -6.211
C 2.184 -0.668 -4.901
H -0.137 1.372 -3.933
H 0.134 2.218 -6.257
H 1.822 1.121 -7.738
H 3.157 -0.778 -6.812
H 2.744 -1.489 -4.466
N 1.114 8.190 -4.539
C 2.363 8.483 -4.892
C 3.218 9.256 -4.121
C 2.751 9.754 -2.916
C 1.452 9.459 -2.535
C 0.680 8.677 -3.379
H 2.694 8.074 -5.841
H 4.226 9.457 -4.458
H 3.388 10.359 -2.284
H 1.045 9.822 -1.601
H -0.340 8.417 -3.114
*
```